{"formula": "C37H32FeN5O2", "method": "ωB97M-V with the def2-TZVPD basis set", "spin_multiplicity": 1, "charge": 1, "total_energy_ev": -84818.8274, "max_force_ha_per_bohr": 0.00992, "species": ["Fe", "C", "C", "N", "C", "C", "C", "C", "C", "C", "C", "C", "C", "N", "C", "H", "H", "H", "H", "H", "H", "H", "H", "C", "C", "C", "C", "C", "C", "C", "C", "C", "C", "C", "C", "C", "C", "C", "N", "H", "H", "H", "H", "H", "H", "H", "H", "H", "H", "N", "C", "O", "C", "C", "C", "N", "C", "C", "H", "H", "H", "H", "H", "H", "C", "C", "C", "O", "C", "H", "H", "H", "H", "H", "H", "H", "H"], "coordinates": [[0.01278, 0.02279, 0.00725], [-4.34688, 0.76238, 0.81642], [-2.96890, 0.64683, 1.01570], [-2.09110, 0.59453, 0.02668], [-2.56730, 0.71073, -1.24009], [-3.92845, 0.85446, -1.54206], [-4.83010, 0.85427, -0.46637], [-4.33525, 1.01468, -2.90856], [-3.42190, 1.06162, -3.90050], [-2.02160, 0.92312, -3.62273], [-1.02936, 0.98415, -4.61403], [0.28363, 0.82958, -4.25135], [0.60788, 0.58955, -2.91051], [-0.30390, 0.52177, -1.95478], [-1.60027, 0.70902, -2.30431], [-5.00810, 0.77895, 1.67090], [-2.56954, 0.60963, 2.02309], [-5.89184, 0.94654, -0.65656], [-5.39123, 1.11508, -3.12309], [-3.72978, 1.20543, -4.92804], [-1.30923, 1.15814, -5.64517], [1.07795, 0.87951, -4.98185], [1.63289, 0.43052, -2.60792], [4.26097, 0.53255, -0.29257], [4.67055, -0.75761, -0.61798], [3.72212, -1.75023, -0.78007], [2.36601, -1.45339, -0.60769], [1.92580, -0.16959, -0.25541], [2.91349, 0.81287, -0.11556], [1.28853, -2.45035, -0.78757], [1.57225, -3.78217, -1.19316], [0.56028, -4.67150, -1.36012], [-0.77086, -4.25953, -1.11571], [-1.86558, -5.13773, -1.26478], [-3.14063, -4.71560, -1.01102], [-3.35609, -3.39020, -0.58952], [-2.30966, -2.52125, -0.44072], [-0.98443, -2.92562, -0.70863], [0.04491, -2.03493, -0.56103], [5.00081, 1.31541, -0.17648], [5.71986, -0.98317, -0.75030], [4.05637, -2.74584, -1.03826], [2.62512, 1.82869, 0.13743], [2.59337, -4.07794, -1.37222], [0.75539, -5.69042, -1.67110], [-1.67117, -6.15541, -1.57937], [-3.97685, -5.39086, -1.12522], [-4.36260, -3.05458, -0.37646], [-2.48509, -1.50834, -0.10360], [1.35062, -1.81358, 6.80480], [0.17931, -1.67270, 6.14386], [-0.90350, -1.79180, 6.67669], [0.26088, -1.34069, 4.67227], [1.40339, -0.91328, 4.01282], [1.33419, -0.59607, 2.66582], [0.20639, -0.68759, 1.95480], [-0.88362, -1.13981, 2.59123], [-0.90861, -1.46182, 3.93123], [1.30874, -2.06540, 7.77822], [2.24174, -1.81466, 6.34566], [2.35374, -0.79319, 4.51423], [2.20950, -0.25111, 2.13400], [-1.76528, -1.28103, 1.97749], [-1.81239, -1.80585, 4.41294], [0.14325, 3.88143, 2.04640], [0.42222, 4.32870, 0.61241], [-0.05450, 3.13357, -0.19335], [0.22030, 1.99059, 0.63475], [0.46122, 2.39439, 1.99690], [-0.90523, 4.04404, 2.30064], [0.75546, 4.40111, 2.78051], [1.49038, 4.49086, 0.46009], [-0.10524, 5.24085, 0.34096], [0.47385, 2.99987, -1.13630], [-1.13076, 3.17899, -0.38837], [1.50862, 2.18775, 2.23289], [-0.16938, 1.79381, 2.65288]], "lowdin_charge": [0.44, -0.01, -0.11, 0.06, -0.15, -0.13, 0.02, 0.00, 0.00, -0.13, 0.01, -0.01, -0.06, 0.08, -0.12, 0.12, 0.11, 0.13, 0.12, 0.12, 0.13, 0.12, 0.12, -0.08, -0.08, -0.03, -0.19, -0.19, -0.11, -0.18, 0.01, 0.01, -0.15, -0.02, -0.07, -0.06, -0.02, -0.17, 0.12, 0.10, 0.10, 0.10, 0.09, 0.10, 0.12, 0.12, 0.11, 0.11, 0.07, 0.19, -0.49, 0.08, -0.11, 0.02, -0.09, 0.03, -0.10, 0.03, 0.12, 0.09, 0.12, 0.11, 0.09, 0.13, -0.14, -0.14, -0.17, -0.26, -0.16, 0.12, 0.12, 0.12, 0.12, 0.12, 0.12, 0.12, 0.12]}